a:
9
Properties=species:S:1:pos:R:3 method="wB97M-V/def2-TZVPD" multiplicity=1 homo_lumo_gap_ev="7.62 / 7.66" lumo_ev="-1.387 / -1.231"
C 1.595 -0.096 -0.006
C 2.787 -0.006 0.012
C -1.234 0.344 -0.046
C 0.022 -0.291 -0.169
C -2.803 0.284 -0.170
F 4.067 0.022 0.124
H -3.191 -0.377 0.626
H -1.184 1.418 0.206
H -0.059 -1.297 -0.578

b:
9
Properties=species:S:1:pos:R:3 method="wB97M-V/def2-TZVPD" multiplicity=1 homo_lumo_gap_ev=8.20 lumo_ev=-0.882
C 0.499 -1.419 1.518
C 1.189 -2.124 2.257
C 0.236 0.178 -0.485
C -0.307 -0.878 0.468
C -0.149 -1.210 -0.955
F 1.965 -2.704 3.160
H -0.461 0.829 -0.731
H 1.162 0.594 -0.619
H -1.310 -0.676 0.836

Most stable pick: b. Distance to second place: 22.0 kcal/mol.

a:
12
Properties=species:S:1:pos:R:3 method="wB97M-V/def2-TZVPD" multiplicity=1 homo_lumo_gap_ev=10.54 smiles="NC=O.CO" lumo_ev=0.666
N -0.793 -0.428 -1.516
C -1.007 -1.729 -1.053
O -0.231 -2.641 -1.187
H -0.174 -0.450 -2.316
H -0.524 0.247 -0.811
H -1.990 -1.902 -0.588
C 0.925 0.813 1.381
O 0.134 1.645 0.496
H 1.942 1.195 1.398
H 0.545 0.896 2.399
H 0.833 -0.189 1.017
H 0.341 2.543 0.780

b:
12
Properties=species:S:1:pos:R:3 method="wB97M-V/def2-TZVPD" multiplicity=1 homo_lumo_gap_ev=10.28 smiles="CC(=O)O.N" lumo_ev=0.658
C 1.489 0.751 1.192
C 0.759 -0.487 0.785
O 0.092 -0.619 -0.207
O 0.948 -1.504 1.655
H 2.556 0.563 1.263
H 1.161 1.069 2.185
H 1.277 1.540 0.478
H 0.457 -2.257 1.293
N -2.218 0.520 -2.143
H -1.402 0.215 -1.620
H -3.010 0.002 -1.780
H -2.108 0.206 -3.100

Most stable pick: b. Distance to second place: 30.4 kcal/mol.

a:
13
Properties=species:S:1:pos:R:3 method="wB97M-V/def2-TZVPD" multiplicity=1 homo_lumo_gap_ev=9.61 smiles=CCSSC lumo_ev=0.894
C -0.230 -0.366 -2.656
C 0.710 0.012 -1.532
S 0.311 -0.938 0.006
S 0.279 0.441 1.475
C -1.355 1.230 1.471
H 0.101 -1.205 -3.268
H -0.263 0.476 -3.371
H -1.244 -0.497 -2.278
H 1.748 -0.225 -1.751
H 0.556 1.046 -1.226
H -1.660 1.203 2.521
H -1.296 2.258 1.134
H -2.096 0.642 0.940

b:
13
Properties=species:S:1:pos:R:3 method="wB97M-V/def2-TZVPD" multiplicity=1 homo_lumo_gap_ev=9.62 smiles="C=C.CSS" lumo_ev=0.608
C -2.743 2.640 0.074
C -3.857 1.944 0.073
H -1.874 2.199 0.579
H -2.455 3.631 -0.230
H -4.023 0.988 0.557
H -4.730 2.282 -0.483
C 1.874 -1.966 0.298
S 3.572 -1.641 0.774
S 4.524 -1.402 -0.989
H 1.231 -1.502 1.041
H 1.657 -3.027 0.332
H 1.559 -1.681 -0.696
H 5.265 -2.465 -1.330

Most stable pick: a. Distance to second place: 32.4 kcal/mol.

a:
13
Properties=species:S:1:pos:R:3 method="wB97M-V/def2-TZVPD" multiplicity=1 homo_lumo_gap_ev=9.35 lumo_ev=0.568
C -2.479 -0.151 0.896
C -0.172 1.144 -0.060
C 1.469 1.046 0.002
H -3.628 -0.824 1.005
H -2.517 0.893 0.922
H -1.846 -0.625 1.703
H -0.565 1.437 1.120
H -0.847 2.066 -0.806
H 1.931 1.455 1.192
H 2.102 1.777 -1.110
H 0.981 -1.411 -0.462
S -1.272 -0.365 -0.765
S 1.990 -0.697 0.227

b:
13
Properties=species:S:1:pos:R:3 method="wB97M-V/def2-TZVPD" multiplicity=1 homo_lumo_gap_ev=8.49 smiles=CCSSC lumo_ev=0.775
C 2.662 -1.392 -0.375
C 1.725 -0.357 0.208
S -0.118 -0.769 -0.002
S -0.794 1.121 -0.151
C -2.555 1.065 0.417
H 3.299 -1.025 -1.305
H 2.210 -2.329 -0.672
H 3.397 -1.837 0.381
H 1.743 -0.213 1.246
H 1.916 0.801 -0.243
H -3.103 1.879 0.077
H -3.100 0.258 -0.038
H -2.763 0.942 1.495

Most stable pick: b. Distance to second place: 109.0 kcal/mol.

a:
49
Properties=species:S:1:pos:R:3 method="wB97M-V/def2-TZVPD" multiplicity=1 homo_lumo_gap_ev=9.07 smiles="CCOC(=O)CNC(=O)CN1CCC(c2nc3ccccc3[nH]2)CC1" lumo_ev=0.672
C 1.206 -2.457 3.273
C 0.255 -1.280 3.132
O 0.793 -0.315 2.218
C 1.327 0.798 2.736
O 1.298 1.086 3.900
C 1.977 1.671 1.671
N 1.805 1.216 0.321
C 2.781 0.547 -0.334
O 3.876 0.335 0.139
C 2.368 0.136 -1.742
N 1.086 -0.543 -1.731
C 1.191 -1.868 -1.139
C -0.206 -2.446 -0.858
C -1.267 -1.734 -1.703
C -1.691 -0.411 -1.153
N -2.566 0.358 -1.734
C -2.685 1.468 -0.937
C -3.471 2.606 -1.077
C -3.375 3.574 -0.099
C -2.528 3.429 1.001
C -1.740 2.306 1.162
C -1.827 1.333 0.181
N -1.212 0.118 0.013
C -0.704 -1.538 -3.114
C 0.509 -0.602 -3.069
H 1.389 -2.918 2.306
H 0.773 -3.195 3.941
H 2.155 -2.122 3.685
H 0.092 -0.792 4.097
H -0.707 -1.596 2.717
H 3.055 1.663 1.877
H 1.611 2.695 1.794
H 0.902 1.297 -0.121
H 2.274 1.048 -2.339
H 3.174 -0.478 -2.177
H 1.755 -2.546 -1.803
H 1.760 -1.776 -0.210
H -0.454 -2.374 0.202
H -0.211 -3.507 -1.114
H -2.164 -2.360 -1.767
H -4.129 2.717 -1.923
H -3.972 4.471 -0.179
H -2.490 4.212 1.744
H -1.094 2.190 2.021
H -0.491 -0.270 0.599
H -0.419 -2.514 -3.511
H -1.473 -1.114 -3.758
H 1.256 -0.932 -3.810
H 0.203 0.416 -3.328

b:
49
Properties=species:S:1:pos:R:3 method="wB97M-V/def2-TZVPD" multiplicity=1 homo_lumo_gap_ev=9.15 smiles="CCOC(=O)c1ccc(NC(=O)NCc2c(C)nn(CC)c2C)cc1" lumo_ev=0.533
C 7.508 1.514 0.886
C 6.256 2.177 0.329
O 5.132 1.301 0.385
C 5.009 0.412 -0.614
O 5.776 0.345 -1.545
C 3.827 -0.460 -0.449
C 2.994 -0.384 0.664
C 1.897 -1.213 0.778
C 1.601 -2.138 -0.229
N 0.520 -2.999 -0.162
C -0.705 -2.900 0.490
O -1.402 -3.886 0.602
N -1.038 -1.670 0.948
C -2.370 -1.407 1.467
C -3.128 -0.470 0.588
C -3.476 -0.680 -0.765
C -3.166 -1.861 -1.613
N -4.141 0.360 -1.233
N -4.236 1.236 -0.233
C -4.920 2.495 -0.392
C -5.511 2.620 -1.787
C -3.633 0.784 0.892
C -3.607 1.580 2.146
C 2.461 -2.234 -1.328
C 3.554 -1.406 -1.437
H 7.782 0.663 0.266
H 8.328 2.226 0.888
H 7.332 1.169 1.902
H 5.970 3.044 0.928
H 6.420 2.478 -0.711
H 3.219 0.322 1.447
H 1.291 -1.176 1.670
H 0.609 -3.864 -0.678
H -0.533 -0.872 0.594
H -2.282 -0.994 2.478
H -2.872 -2.377 1.527
H -3.872 -1.914 -2.437
H -2.160 -1.778 -2.027
H -3.216 -2.776 -1.025
H -4.209 3.311 -0.210
H -5.713 2.564 0.362
H -4.726 2.550 -2.533
H -6.218 1.815 -1.965
H -6.021 3.575 -1.887
H -4.619 1.745 2.519
H -3.148 2.554 1.975
H -3.040 1.058 2.911
H 2.256 -2.968 -2.095
H 4.216 -1.470 -2.287

Most stable pick: a. Distance to second place: 5.2 kcal/mol.

a:
15
Properties=species:S:1:pos:R:3 method="wB97M-V/def2-TZVPD" multiplicity=1 homo_lumo_gap_ev=9.91 smiles="CN(CO)C(=O)C=O" lumo_ev=0.265
C 1.345 0.013 -0.153
N -0.073 -0.183 0.052
C -0.725 -1.283 -0.798
O -0.428 -1.168 -2.146
C -0.906 0.593 0.743
O -2.103 0.429 0.861
C -0.286 1.799 1.590
O 0.809 1.903 2.063
H 1.837 -0.961 -0.139
H 1.533 0.495 -1.117
H 1.775 0.626 0.632
H -0.398 -2.247 -0.381
H -1.806 -1.173 -0.699
H 0.496 -1.401 -2.303
H -1.068 2.557 1.795

b:
15
Properties=species:S:1:pos:R:3 method="wB97M-V/def2-TZVPD" multiplicity=1 homo_lumo_gap_ev=10.89 smiles="O=CNC(=O)CCO" lumo_ev=0.578
O 3.173 1.755 0.998
C 2.251 1.119 0.545
N 1.003 1.692 0.375
C -0.212 1.067 0.031
O -1.136 1.756 -0.327
C -0.297 -0.441 0.187
C -1.361 -1.136 -0.723
O -2.001 -2.139 0.061
H 2.314 0.088 0.202
H 0.977 2.700 0.497
H -0.402 -0.803 1.208
H 0.666 -0.864 -0.113
H -2.141 -0.390 -0.923
H -0.916 -1.418 -1.672
H -1.917 -2.985 -0.347

Most stable pick: b. Distance to second place: 17.2 kcal/mol.